Version a
The following is a quantum chemistry calculation of the molecule C2H2ClNO, from OMol25.

```
7
Properties=species:S:1:pos:R:3:lowdin_charge:R:1
C 0.565 1.362 0.485 -0.20
C -0.003 -0.963 -0.514 -0.60
N -0.155 0.288 0.004 -0.07
O 0.632 2.503 0.179 0.09
Cl -1.075 -2.163 0.128 0.59
H 1.092 -1.236 -0.686 0.10
H -1.056 0.208 0.404 0.08
```

Output
HOMO level (spin up / spin down)   -8.29 / -8.06 eV

---

Version b
The following is a quantum chemistry calculation of a cluster of 2 separate species, C2H2ClNO in total, from OMol25.

```
7
Properties=species:S:1:pos:R:3:lowdin_charge:R:1
C 0.984 0.561 -0.329 -0.29
C -0.054 0.280 0.597 -0.54
N 1.794 0.803 -1.081 0.20
O -1.266 -0.427 -0.784 -0.19
Cl 0.034 -1.001 1.728 0.73
H -0.634 1.098 0.802 0.06
H -0.858 -1.315 -0.934 0.03
```

Output
HOMO level   -11.09 eV

---

Bottom line: version b, by a margin of 59.7 kJ/mol.

---

Version a
The following is a quantum chemistry calculation of a structure of composition C21H30Cl3N2OSSi3Zr, from OMol25.

```
62
Properties=species:S:1:pos:R:3:lowdin_charge:R:1
Zr 0.736 0.141 -1.158 1.57
Cl 0.164 -6.492 -4.317 0.72
C 0.035 -4.856 -3.787 -0.66
C 0.816 -4.426 -2.723 -0.10
C 0.674 -3.111 -2.345 -0.50
Cl 1.606 -2.432 -1.015 0.82
C -0.185 -2.203 -2.953 -0.45
O -0.241 -0.952 -2.501 -0.34
C -0.955 -2.678 -4.014 -0.58
Cl -2.047 -1.598 -4.785 0.76
C -0.843 -3.995 -4.428 -0.10
H 1.499 -5.098 -2.224 0.12
H -1.443 -4.349 -5.253 0.12
C -1.338 2.409 -1.768 -0.18
Si -2.016 1.535 -0.234 0.38
C -3.340 0.374 -0.867 -0.16
C -2.809 2.769 0.927 -0.15
C -0.532 0.632 0.534 -0.62
Si -1.094 -0.916 1.504 0.41
C -1.688 -2.261 0.314 -0.17
C -2.492 -0.507 2.681 -0.16
C 0.323 -1.640 2.526 -0.17
Si 0.547 1.759 1.579 0.46
C 0.103 1.897 3.385 -0.15
C 0.841 3.474 0.880 -0.15
C 2.291 0.974 1.421 -0.29
C 3.322 1.209 2.321 -0.03
C 4.588 0.699 2.086 -0.02
C 4.814 -0.035 0.930 -0.02
C 3.759 -0.244 0.068 -0.14
N 2.526 0.229 0.311 -0.12
H -2.146 2.993 -2.220 0.06
H -1.018 1.737 -2.577 0.02
H -0.527 3.110 -1.562 0.02
H -4.138 0.979 -1.306 0.05
H -3.793 -0.242 -0.090 0.03
H -2.966 -0.286 -1.652 0.02
H -3.633 3.265 0.408 0.05
H -2.136 3.546 1.287 0.02
H -3.232 2.261 1.796 0.03
H -2.718 -2.537 0.550 0.05
H -1.084 -3.165 0.421 0.03
H -1.679 -1.969 -0.735 0.00
H -3.395 -0.166 2.172 0.03
H -2.208 0.247 3.416 0.03
H -2.755 -1.416 3.230 0.05
H 1.322 -1.362 2.188 0.01
H 0.265 -2.730 2.496 0.04
H 0.241 -1.349 3.575 0.03
H -0.876 2.371 3.484 0.04
H 0.822 2.540 3.898 0.04
H 0.077 0.939 3.902 0.03
H -0.064 4.075 0.794 0.03
H 1.318 3.441 -0.104 0.01
H 1.525 4.006 1.546 0.05
H 3.128 1.795 3.209 0.11
H 5.392 0.875 2.789 0.12
H 5.788 -0.437 0.693 0.12
H 3.898 -0.799 -0.851 0.10
S 2.925 3.921 -2.965 0.75
C 2.273 2.551 -2.589 -0.95
N 1.770 1.499 -2.301 -0.14
```

Output
Net charge   +1
HOMO level   -11.57 eV

---

Version b
The following is a quantum chemistry calculation of a structure of composition C21H30Cl3N2OSSi3Zr, from OMol25.

```
62
Properties=species:S:1:pos:R:3:lowdin_charge:R:1
Zr 0.009 0.203 -0.264 1.58
Cl 5.567 0.610 4.582 0.72
C 4.462 0.293 3.298 -0.66
C 3.254 0.974 3.259 -0.10
C 2.410 0.683 2.211 -0.51
Cl 0.839 1.465 2.069 0.81
C 2.692 -0.236 1.210 -0.45
O 1.799 -0.449 0.240 -0.34
C 3.912 -0.903 1.288 -0.58
Cl 4.302 -2.064 0.079 0.76
C 4.792 -0.639 2.324 -0.10
H 2.994 1.697 4.019 0.12
H 5.736 -1.163 2.371 0.12
C 0.200 -2.258 -2.446 -0.18
Si -0.693 -2.917 -0.924 0.39
C 0.584 -3.895 0.028 -0.16
C -2.066 -4.070 -1.449 -0.16
C -1.368 -1.428 0.058 -0.61
Si -1.553 -1.845 1.916 0.40
C 0.116 -1.977 2.779 -0.16
C -2.467 -3.461 2.151 -0.16
C -2.497 -0.497 2.826 -0.17
Si -2.981 -0.767 -0.624 0.45
C -4.556 -1.580 -0.046 -0.15
C -3.062 -0.623 -2.488 -0.15
C -2.968 1.058 -0.026 -0.28
C -4.111 1.838 0.095 -0.03
C -4.018 3.168 0.470 -0.02
C -2.764 3.715 0.701 -0.02
C -1.659 2.905 0.562 -0.14
N -1.751 1.607 0.226 -0.11
H 0.579 -3.123 -2.997 0.05
H 1.084 -1.651 -2.218 0.02
H -0.441 -1.693 -3.124 0.02
H 0.873 -4.750 -0.590 0.05
H 0.233 -4.288 0.982 0.03
H 1.487 -3.308 0.207 0.01
H -1.637 -4.894 -2.023 0.05
H -2.821 -3.595 -2.077 0.02
H -2.571 -4.501 -0.582 0.03
H 0.062 -2.765 3.535 0.05
H 0.363 -1.054 3.306 0.02
H 0.941 -2.230 2.115 0.01
H -1.901 -4.314 1.773 0.03
H -3.446 -3.469 1.673 0.02
H -2.617 -3.620 3.222 0.05
H -1.948 0.447 2.852 0.01
H -2.624 -0.822 3.862 0.05
H -3.491 -0.294 2.427 0.02
H -4.579 -2.615 -0.393 0.04
H -5.412 -1.073 -0.499 0.04
H -4.694 -1.583 1.034 0.03
H -3.050 -1.596 -2.981 0.03
H -2.253 -0.023 -2.905 0.01
H -4.003 -0.135 -2.756 0.05
H -5.078 1.394 -0.100 0.11
H -4.908 3.774 0.575 0.12
H -2.640 4.751 0.980 0.12
H -0.664 3.304 0.716 0.09
S -0.070 1.932 -4.726 0.76
C 0.041 1.422 -3.256 -0.94
N 0.127 1.024 -2.126 -0.15
```

Output
Net charge   +1
HOMO level   -11.61 eV

---

Bottom line: version b, by a margin of 15.1 kJ/mol.

---

Version a
The following is a quantum chemistry calculation of the molecule C8H10BClO2, from OMol25.

```
22
Properties=species:S:1:pos:R:3:lowdin_charge:R:1
Cl 1.843 0.372 1.828 0.72
O 2.551 -0.275 -3.319 0.15
O 1.508 1.892 -2.911 0.13
B 1.771 0.555 -2.544 -0.63
C -1.714 -0.992 2.855 -0.12
C -2.591 -0.683 1.873 -0.09
C -0.394 -0.683 2.744 -0.16
C -2.034 -0.105 0.727 -0.02
C 0.130 -0.021 1.726 -0.59
C -0.670 0.219 0.616 -0.23
C 1.024 0.029 -1.278 -0.13
C -0.110 0.804 -0.641 -0.20
H 2.844 -1.159 -3.020 0.12
H 2.147 2.140 -3.602 0.11
H -2.010 -1.752 3.631 0.13
H -3.620 -0.968 2.037 0.11
H 0.349 -1.148 3.432 0.12
H -2.726 0.057 -0.107 0.11
H 1.722 -0.267 -0.451 0.06
H 0.472 -0.847 -1.720 0.13
H 0.461 1.765 -0.490 0.13
H -0.952 1.064 -1.386 0.15
```

Output
HOMO level   -9.17 eV
SMILES string   OB(O)CCc1ccccc1Cl

---

Version b
The following is a quantum chemistry calculation of a structure of composition C8H10BClO2, from OMol25.

```
22
Properties=species:S:1:pos:R:3:lowdin_charge:R:1
B 2.182 -0.732 -1.109 -0.47
C -3.138 -0.310 0.076 -0.06
C -2.299 -0.563 1.181 -0.10
C -2.443 0.234 -1.022 -0.10
C -1.001 -0.251 1.167 -0.07
C -1.105 0.548 -1.042 -0.10
C -0.352 0.391 0.111 -0.27
C 1.687 0.719 1.612 -0.16
C 1.159 0.608 0.199 -0.59
O 1.855 -0.783 -2.382 0.22
O 2.987 -1.591 -0.351 0.15
Cl 1.459 2.248 -0.632 0.57
H -4.215 -0.432 0.238 0.11
H -2.910 -1.016 1.965 0.11
H -2.899 0.488 -1.960 0.09
H -0.400 -0.552 2.009 0.11
H -0.709 1.080 -1.944 0.11
H 1.808 -0.294 2.105 0.10
H 2.741 1.212 1.515 0.11
H 1.058 1.280 2.178 0.03
H 1.214 -0.212 -2.784 0.10
H 3.321 -2.074 -1.130 0.11
```

Output
HOMO level   -8.56 eV

---

Bottom line: version a, by a margin of 147.4 kJ/mol.